Molecular formula: C30H44BaBr2N2P2
Method: DFT, ωB97M-V/def2-TZVPD

```
81
Properties=species:S:1:pos:R:3:mulliken_charge:R:1
N -4.8702 4.1122 -1.3619 -0.570
C -3.9704 4.8051 -0.6716 -0.604
C -2.5905 4.6334 -0.8293 -0.220
C -2.1330 3.6348 -1.7296 0.726
C -3.1145 2.9031 -2.4368 -0.086
C -4.4757 3.1900 -2.2281 -0.419
C -0.7045 3.4300 -1.9551 -1.753
Ba 0.9693 3.0080 -0.0301 1.765
P 4.5122 1.1913 0.2350 -0.104
C -0.1081 2.2099 -2.2813 -1.663
C -0.5973 0.9168 -1.8881 1.091
C -0.1122 -0.2320 -2.5855 -1.615
C -0.1953 -1.4829 -2.0570 -0.839
C -0.6350 -1.6915 -0.6417 0.803
C -1.3783 -0.5385 -0.0894 -1.078
C -1.4186 0.6621 -0.7393 -0.502
Br 1.0191 -1.9829 0.4535 0.134
H -0.1328 4.3593 -2.1398 0.969
H 0.7969 2.1934 -2.9029 0.506
H -1.8737 5.2301 -0.2546 0.481
H -2.8519 2.1244 -3.1508 0.450
H -4.3442 5.5510 0.0298 0.368
H -5.2432 2.6559 -2.7957 0.370
H 0.3590 -0.0986 -3.5708 0.542
H -2.1088 1.4352 -0.3844 0.535
H 0.1303 -2.3725 -2.5980 0.165
H -1.8196 -0.6808 0.8995 0.859
P -1.6199 -3.2591 -0.4621 1.494
C 3.8113 2.8454 0.1170 0.519
C 4.7767 4.0327 0.2158 -1.776
H 3.1271 2.9028 1.0029 -0.038
H 3.3069 2.8618 -0.8809 0.249
H 4.2033 4.9676 0.2246 0.352
H 5.3715 4.0119 1.1328 0.409
H 5.4721 4.0741 -0.6292 0.402
C 3.9299 0.0435 -1.0939 0.561
C 4.8539 -1.1800 -1.2429 -1.383
H 3.8807 0.6190 -2.0331 0.440
H 2.9130 -0.3015 -0.8352 -0.570
H 4.6354 -1.6975 -2.1867 0.397
H 5.9153 -0.8911 -1.2683 0.385
H 4.7037 -1.9208 -0.4445 0.242
C 3.7728 0.2566 1.6272 0.884
C 4.7580 -0.7221 2.2814 -1.393
H 2.9138 -0.2987 1.2160 -0.965
H 3.3832 0.9766 2.3595 0.436
H 4.2620 -1.2698 3.0919 0.378
H 5.1558 -1.4662 1.5794 0.236
H 5.6105 -0.1987 2.7330 0.397
C -1.8036 -3.4993 1.3231 0.329
C -1.1196 -4.7209 1.9258 -1.621
H -2.8838 -3.5267 1.5347 0.470
H -1.4203 -2.5940 1.8203 -0.507
H -1.5951 -5.6592 1.6130 0.430
H -0.0497 -4.7588 1.6914 0.342
H -1.2222 -4.6448 3.0153 0.433
C -0.4805 -4.4438 -1.1628 -0.714
C -0.6436 -4.8573 -2.6249 -1.252
H -0.5409 -5.3307 -0.5150 0.587
H 0.5319 -4.0354 -1.0160 0.327
H -1.6166 -5.3326 -2.8006 0.372
H -0.5070 -4.0341 -3.3336 0.299
H 0.1387 -5.5982 -2.8347 0.412
C -3.1624 -3.0006 -1.3461 -0.579
C -4.3401 -2.6150 -0.4538 -1.322
H -3.3627 -3.9413 -1.8796 0.479
H -2.9817 -2.2304 -2.1157 0.430
H -4.1738 -1.6502 0.0443 0.310
H -5.2430 -2.5048 -1.0625 0.425
H -4.5342 -3.3839 0.3024 0.388
Br -0.8642 -1.2845 4.4155 -0.080
C -0.8398 0.5526 3.8801 -0.323
C -1.7257 1.4665 4.4501 -0.209
C -1.7733 2.7579 3.9210 -0.801
C -0.9457 3.0978 2.8537 -0.113
N -0.0680 2.2152 2.3142 -0.078
C 0.0122 0.9612 2.8466 -0.130
H -2.3585 1.1566 5.2703 0.482
H -2.4550 3.5080 4.3189 0.417
H -0.9600 4.0987 2.3978 0.388
H 0.7424 0.2798 2.4060 0.437
```

- highest occupied orbital energy (eV) = -11.905
- electronic energy (a.u.) = -7134.698579
- energy relative to the best compared isomer or geometry (same formula, charge and spin) (eV) = 0.391
- charge = +2

=====

Molecular formula: C30H44BrClN2P2Re
Method: DFT, ωB97M-V/def2-TZVPD

```
81
Properties=species:S:1:pos:R:3:mulliken_spin:R:1
N 6.5049 3.2118 3.5374 0.158
C 5.8780 2.1677 4.1057 -0.029
C 5.3535 1.1082 3.3507 0.028
C 5.5190 1.1334 1.9470 0.075
C 6.1798 2.2453 1.3685 0.124
C 6.6560 3.2586 2.2072 -0.034
C 5.0318 0.0688 1.1157 0.016
Re 0.4777 -1.6110 -1.5669 1.457
P -4.5198 -1.4162 -1.2837 0.601
C 4.9733 0.1769 -0.2583 0.249
C 3.9331 -0.3891 -1.0568 -0.059
C 3.9919 -0.3551 -2.4818 0.034
C 3.1856 -1.1688 -3.2766 -0.030
C 2.1132 -1.6272 -2.5164 -0.096
C 2.2840 -2.2102 -1.1230 -0.152
C 2.9404 -1.1483 -0.3993 0.179
Br -1.6866 -2.8234 -2.0314 0.042
H 4.7080 -0.8546 1.6122 0.006
H 5.7717 0.7030 -0.8224 -0.009
H 4.7931 0.3073 3.8382 -0.001
H 6.2959 2.3402 0.2932 -0.003
H 5.7902 2.1491 5.2022 0.000
H 7.1693 4.1259 1.7750 0.001
H 4.7156 0.3147 -2.9378 0.002
H 2.8541 -1.1609 0.6795 0.017
H 3.2987 -1.2979 -4.3543 -0.001
H 2.5971 -3.2375 -0.9276 0.021
P -0.3158 0.5447 -1.4546 -0.061
C -5.0398 -3.0689 -0.6121 0.060
C -5.3631 -4.1705 -1.5948 0.016
H -5.8268 -2.9764 0.1395 0.014
H -4.1138 -3.3259 -0.0749 0.007
H -5.2175 -5.1297 -1.0959 0.001
H -6.4049 -4.1502 -1.9339 0.000
H -4.6823 -4.1669 -2.4439 0.001
C -4.6868 -1.1246 -3.1144 0.040
C -6.1003 -1.1025 -3.7040 0.049
H -4.0446 -1.8542 -3.6459 -0.003
H -4.1911 -0.1442 -3.2750 -0.006
H -6.0374 -0.9585 -4.7926 0.008
H -6.6225 -2.0523 -3.5312 -0.001
H -6.7009 -0.2734 -3.3086 -0.003
C -5.4265 -0.1267 -0.4200 0.091
C -6.8669 -0.5279 -0.1096 0.055
H -5.3534 0.8268 -0.9685 0.006
H -4.8149 -0.0011 0.4933 -0.007
H -7.3764 0.2864 0.4193 0.007
H -7.4231 -0.7268 -1.0352 -0.004
H -6.8718 -1.4121 0.5379 -0.003
C -1.2870 1.7759 -0.2506 0.025
C -2.7217 2.2580 -0.4194 0.045
H -0.6668 2.6833 -0.2849 0.001
H -1.1579 1.3620 0.7587 -0.002
H -2.8532 3.2005 0.1362 0.001
H -3.0019 2.4735 -1.4529 0.000
H -3.4617 1.5672 -0.0099 -0.018
C -0.9987 1.3471 -3.0073 0.026
C 0.0835 1.5501 -4.0524 0.017
H -1.4387 2.3125 -2.7172 0.004
H -1.8157 0.7007 -3.3638 -0.016
H -0.2895 2.2131 -4.8368 0.000
H 0.9751 2.0322 -3.6448 -0.002
H 0.3942 0.6120 -4.5191 0.000
C 1.2053 1.5931 -1.2374 -0.018
C 1.6838 1.6431 0.2143 -0.007
H 0.9392 2.5925 -1.6124 0.002
H 1.9657 1.1562 -1.8997 0.020
H 2.6724 2.1204 0.2571 0.007
H 0.9980 2.2043 0.8604 -0.001
H 1.7881 0.6350 0.6379 0.000
Cl -0.0131 -4.5467 3.5556 0.001
C -0.3734 -3.2031 2.5438 0.004
C -0.9510 -2.0476 3.0992 0.007
C -1.3024 -1.0155 2.2265 0.009
C -1.1824 -1.2830 0.8590 -0.016
N -0.2397 -2.1303 0.4171 -0.015
C -0.0089 -3.2261 1.1789 0.004
H -1.1051 -1.9650 4.1740 0.000
H -1.6345 -0.0208 2.5448 0.001
H -1.8520 -0.8060 0.1245 0.056
H 0.4627 -4.0913 0.7240 0.001
```

- highest occupied orbital energy (spin up / spin down) (eV) = -19.225 / -19.554
- 2S+1 = 4
- electronic energy (a.u.) = -5072.442654
- energy relative to the best compared isomer or geometry (same formula, charge and spin) (eV) = 3.331
- charge = +4

=====

Molecular formula: C30H44BrClN2P2Tc
Method: DFT, ωB97M-V/def2-TZVPD

```
81
Properties=species:S:1:pos:R:3:mulliken_spin:R:1
N 0.4989 -6.5471 7.4197 0.185
C 0.2327 -5.2630 7.6585 -0.033
C 0.2320 -4.3017 6.6427 0.043
C 0.4678 -4.6650 5.2920 0.132
C 0.7533 -6.0491 5.0794 0.131
C 0.7596 -6.9400 6.1684 -0.044
C 0.3878 -3.6736 4.2460 0.022
Tc 0.1570 -1.0180 0.3616 1.279
P -2.5695 -0.1627 -3.5531 0.635
C 0.4375 -3.9506 2.9082 0.218
C -0.1485 -3.1024 1.9265 -0.029
C -0.7516 -3.5245 0.7185 0.001
C -1.9201 -2.8402 0.2358 -0.057
C -2.6160 -2.0040 1.1935 0.053
C -1.7417 -1.2003 1.9846 -0.087
C -0.3882 -1.6820 2.2575 0.050
Br -4.4209 -1.5698 0.8517 0.015
H 0.2550 -2.6426 4.5559 -0.010
H 0.7778 -4.9182 2.5563 -0.004
H -0.0119 -3.2820 6.9216 -0.002
H 0.9061 -6.4373 4.0744 0.001
H 0.0161 -5.0140 8.7068 0.000
H 0.9811 -8.0013 5.9867 0.001
H -0.4469 -4.4890 0.3117 -0.009
H 0.2064 -1.2221 3.0538 -0.004
H -2.2837 -3.1439 -0.7477 -0.029
H -2.1006 -0.3648 2.5753 0.012
P 1.7401 -1.5719 -1.0399 -0.031
C -4.0503 -0.1502 -2.4767 0.068
C -5.2618 -0.5677 -3.3153 0.018
H -4.1703 0.8633 -2.0615 -0.012
H -3.8519 -0.8338 -1.6352 0.048
H -6.1774 -0.5287 -2.7162 -0.001
H -5.3649 0.1194 -4.1699 -0.004
H -5.1321 -1.5914 -3.6966 0.000
C -2.0036 -1.8883 -3.3626 0.104
C -2.0165 -2.5444 -4.7475 0.036
H -2.6819 -2.4020 -2.6616 -0.002
H -0.9983 -1.8574 -2.9162 -0.010
H -1.7622 -3.6071 -4.6645 -0.002
H -3.0146 -2.4686 -5.2011 -0.001
H -1.2975 -2.0564 -5.4201 0.000
C -1.3771 0.8844 -2.6984 0.142
C -1.0272 2.1465 -3.5185 0.031
H -0.5001 0.2406 -2.5051 -0.036
H -1.8591 1.1370 -1.7354 0.015
H -0.0231 2.4923 -3.2310 0.001
H -1.0393 1.9540 -4.6039 0.001
H -1.7605 2.9443 -3.3146 -0.002
C 2.6993 -0.3544 -1.9997 0.008
C 4.2195 -0.3818 -1.8292 0.001
H 2.3018 0.6467 -1.8045 -0.001
H 2.4489 -0.5645 -3.0474 0.003
H 4.5524 0.0314 -0.8685 0.000
H 4.6400 -1.3911 -1.9246 0.000
H 4.6669 0.2310 -2.6236 0.000
C 1.5805 -2.8795 -2.3168 -0.003
C 1.7133 -4.2968 -1.7872 0.005
H 2.3925 -2.6563 -3.0251 -0.003
H 0.6357 -2.7248 -2.8572 0.004
H 2.7160 -4.4727 -1.3785 0.000
H 0.9708 -4.5211 -1.0111 -0.001
H 1.5673 -4.9949 -2.6207 0.000
C 2.9031 -2.1928 0.2742 0.017
C 3.1449 -1.0699 1.2785 -0.005
H 3.8162 -2.4823 -0.2754 0.004
H 2.4652 -3.0893 0.7471 0.010
H 2.9826 -1.4469 2.2957 -0.004
H 4.1707 -0.6853 1.1904 0.005
H 2.4652 -0.1991 1.1558 0.003
Cl -2.1236 3.5843 2.7629 -0.001
C -0.7764 2.8947 1.9590 -0.001
C 0.4552 3.5692 1.9635 0.017
C 1.4516 3.0284 1.1495 -0.002
C 1.2342 1.8214 0.4981 0.054
N 0.1622 1.0271 0.7816 0.024
C -0.9296 1.6613 1.3130 0.041
H 0.5956 4.4721 2.5652 0.000
H 2.4281 3.5204 1.0276 0.000
H 1.9375 1.4556 -0.2600 -0.005
H -1.9075 1.1823 1.2481 -0.008
```

- highest occupied orbital energy (spin up / spin down) (eV) = -19.575 / -19.431
- 2S+1 = 4
- electronic energy (a.u.) = -5075.042320
- energy relative to the best compared isomer or geometry (same formula, charge and spin) (eV) = 0.398
- charge = +4

=====

Molecular formula: C30H44CrIN2O9P2
Method: DFT, ωB97M-V/def2-TZVPD

```
89
Properties=species:S:1:pos:R:3:mulliken_spin:R:1
Cr -0.7763 0.6971 0.3587 1.008
O -0.8260 0.6198 2.4144 -0.022
C -1.6740 -0.4510 2.9950 -0.008
C -2.1622 -1.2885 1.7926 0.009
O -2.8266 -2.2644 1.9024 0.003
O -1.7697 -0.8033 0.5781 0.014
C -0.7890 -1.3028 3.8884 0.003
C 0.2566 -2.0205 3.3019 -0.001
C 1.1200 -2.7728 4.0815 0.000
C 0.9455 -2.8158 5.4589 -0.001
C -0.0846 -2.0988 6.0459 0.001
C -0.9478 -1.3391 5.2658 -0.001
C -2.8836 0.2015 3.6493 0.006
C -3.8693 -0.5965 4.2274 -0.001
C -4.9973 -0.0131 4.7827 0.000
C -5.1591 1.3669 4.7628 0.000
C -4.1843 2.1625 4.1867 0.001
C -3.0505 1.5821 3.6283 0.003
H 0.0542 0.5288 2.8103 0.001
H 0.3877 -2.0060 2.2235 0.000
H 1.9207 -3.3350 3.6161 0.000
H 1.6094 -3.4121 6.0724 0.000
H -0.2207 -2.1258 7.1197 0.000
H -1.7393 -0.7741 5.7389 0.000
H -3.7640 -1.6740 4.2237 -0.001
H -5.7549 -0.6419 5.2338 0.000
H -6.0427 1.8177 5.1975 0.000
H -4.2987 3.2404 4.1779 0.000
H -2.2868 2.2136 3.1987 0.000
C -3.2798 -1.7113 -2.7181 0.001
C -1.8066 -2.0026 -2.5899 -0.004
C -1.3830 -3.3204 -3.1856 0.000
O -1.0896 -0.9236 -3.3380 0.000
P -0.0678 0.0379 -2.7031 -0.006
O -0.6341 0.8738 -1.5660 -0.008
C 1.2768 -0.9396 -1.9850 0.000
P 2.0862 -0.0134 -0.6773 -0.012
O 1.1216 0.1866 0.4934 -0.022
O 2.5028 1.2951 -1.4023 0.007
C 2.8644 2.5386 -0.6768 -0.003
C 1.7399 3.5194 -0.8977 -0.011
C 4.1892 3.0110 -1.2190 0.000
O 3.3165 -0.7622 -0.1273 0.001
C 4.4918 -1.1867 -0.9408 0.000
C 4.3360 -2.6562 -1.2512 0.000
C 5.7153 -0.8721 -0.1213 0.000
O 0.4370 0.9862 -3.7967 -0.003
C 1.1385 0.7693 -5.0953 0.000
C 2.6000 1.0684 -4.8702 0.000
C 0.8744 -0.6008 -5.6785 0.000
H -3.8443 -2.4644 -2.1668 0.000
H -3.5838 -1.7392 -3.7660 0.000
H -3.5188 -0.7283 -2.3086 0.000
H -1.5174 -1.9308 -1.5411 0.002
H -1.6393 -3.3530 -4.2462 0.000
H -1.9069 -4.1318 -2.6785 0.000
H -0.3085 -3.4910 -3.0832 0.000
H 2.0034 -1.2352 -2.7467 -0.001
H 0.8366 -1.8395 -1.5416 0.002
H 2.9515 2.2936 0.3815 0.001
H 1.7048 3.8409 -1.9405 0.000
H 1.8962 4.3955 -0.2677 0.001
H 0.7683 3.0707 -0.6657 0.017
H 4.1113 3.1992 -2.2918 0.000
H 4.9729 2.2729 -1.0484 0.000
H 4.4800 3.9390 -0.7240 0.000
H 4.4893 -0.5917 -1.8580 0.000
H 4.3173 -3.2338 -0.3258 0.000
H 5.1815 -2.9921 -1.8514 0.000
H 3.4196 -2.8642 -1.8082 0.000
H 5.6921 -1.4302 0.8159 0.000
H 5.7850 0.1911 0.1072 0.000
H 6.6059 -1.1637 -0.6788 0.000
H 0.6965 1.5297 -5.7301 0.000
H 3.0764 0.2911 -4.2637 0.000
H 2.7289 2.0307 -4.3747 0.000
H 3.1096 1.1048 -5.8341 0.000
H 1.3266 -1.3939 -5.0731 0.000
H 1.3289 -0.6447 -6.6687 0.000
H -0.1909 -0.7983 -5.7835 0.000
I -6.4475 3.0542 0.6513 0.000
C -4.4051 2.8486 0.5900 -0.001
C -3.4627 3.8422 0.7123 0.007
N -2.2527 3.2614 0.6342 0.018
N -2.3685 1.9196 0.4610 -0.022
C -3.6780 1.6709 0.4340 0.014
H -3.5750 4.9068 0.8506 0.000
H -1.3585 3.7116 0.7155 0.011
H -4.0410 0.6592 0.3265 -0.001
```

- highest occupied orbital energy (spin up / spin down) (eV) = -13.569 / -13.577
- 2S+1 = 2
- electronic energy (a.u.) = -3980.855394
- energy relative to the best compared isomer or geometry (same formula, charge and spin) (eV) = 0.000
- charge = +2

=====

Molecular formula: C30H44N10OP2Y
Method: DFT, ωB97M-V/def2-TZVPD

```
88
Properties=species:S:1:pos:R:3:mulliken_charge:R:1
Y 1.2297 0.2116 1.5550 1.018
N 3.2523 -0.8366 2.5450 -0.534
C 3.6831 -0.5515 3.9173 -0.245
C 4.7464 0.5546 4.0088 -0.911
C 4.2962 1.9943 3.6891 -0.429
C 3.9744 2.3830 2.2477 -0.794
N 2.5343 2.3232 1.9114 -0.543
H 3.0662 -1.8251 2.4002 0.310
H 4.0937 -0.6729 1.9325 0.297
H 4.0629 -1.4378 4.3678 0.520
H 2.8038 -0.2493 4.4731 -0.116
H 5.6267 0.2326 3.4240 0.375
H 5.1109 0.5228 5.0637 0.411
H 5.0586 2.6968 4.0157 0.311
H 3.4569 2.2644 4.3225 0.212
H 4.4449 1.7908 1.4488 0.423
H 4.3539 3.4189 2.0999 0.515
H 2.4073 2.8011 1.0031 0.208
H 2.0361 2.9556 2.5345 0.257
C -0.0596 2.5529 4.8405 -1.404
P -0.3315 0.8305 4.2022 1.020
C -0.2470 -0.1879 5.7454 -1.380
C -2.1441 1.0495 3.8980 -1.154
C -2.6762 0.1068 2.8154 -0.826
P -1.7991 0.3671 1.2214 0.785
C -2.6616 -0.7347 -0.0060 -1.095
C -2.5582 2.0048 0.7150 -1.594
H -0.5218 2.6428 5.8382 0.447
H -0.4378 3.3123 4.1499 0.404
H 1.0217 2.6599 4.8878 0.317
H -1.0259 0.0941 6.5232 0.445
H 0.7579 -0.1470 6.2191 0.396
H -0.4055 -1.2269 5.4538 0.406
H -2.3324 2.0827 3.6518 0.465
H -2.6870 0.8932 4.8533 0.499
H -3.7560 0.2939 2.6521 0.577
H -2.5910 -0.9829 3.0827 0.374
H -3.7191 -0.7152 0.1976 0.531
H -2.2915 -1.7686 0.0098 0.346
H -2.4033 -0.2795 -0.9837 0.207
H -3.6599 1.9676 0.8936 0.423
H -2.3791 2.1859 -0.3292 0.465
H -2.1839 2.8463 1.2533 0.459
C 0.9741 -4.6250 -1.6125 -1.104
N 0.8876 -3.8013 -0.4276 0.641
C 1.4832 -2.6280 -0.1755 -0.423
N 0.9692 -2.0544 0.9461 0.492
C -0.0795 -2.9009 1.2774 -0.756
N -0.1551 -3.9483 0.4940 -0.655
C -0.3110 -4.5351 -2.4753 0.862
C -1.0538 -5.7383 -2.6301 -0.716
C -2.1885 -5.7317 -3.3783 -0.605
C -2.7469 -4.5437 -3.8683 -0.857
C -1.9824 -3.3541 -3.7955 -0.189
C -0.7385 -3.3940 -3.1101 -0.020
C -2.3572 -2.1674 -4.4946 0.662
N -3.3178 -2.0368 -5.3848 -0.465
N -3.4256 -0.7423 -5.6680 -0.480
C -2.4824 -0.0573 -5.0900 0.813
O -1.7519 -0.9660 -4.3218 -0.181
C -2.1466 1.3213 -5.0381 -0.159
C -2.7214 2.2258 -5.9183 -1.018
C -2.3604 3.5530 -5.7757 -0.554
C -1.4587 3.9659 -4.7974 -0.979
C -0.8144 3.0592 -3.9549 0.887
C 0.3512 3.5206 -3.0661 -1.110
N 0.8324 2.4429 -2.1585 0.611
C 0.6934 2.2427 -0.8661 -0.607
N 1.3428 1.1393 -0.4824 0.449
C 1.7852 0.6452 -1.6591 -0.684
N 1.5041 1.3783 -2.6812 -0.699
C -1.1478 1.7272 -4.1374 0.169
H 1.0945 -5.6344 -1.2065 0.423
H 1.8755 -4.3934 -2.1361 0.320
H 2.4565 -2.3606 -0.6762 0.427
H -0.6640 -2.8140 2.1869 0.531
H -0.6548 -6.6406 -2.2247 0.417
H -2.6713 -6.7087 -3.5353 0.392
H -3.6588 -4.5432 -4.4192 0.570
H -0.2163 -2.4307 -2.9660 0.405
H -3.4583 1.9566 -6.6832 0.505
H -2.8495 4.2711 -6.4079 0.443
H -1.1014 4.9790 -4.8113 0.465
H 0.0634 4.3762 -2.4473 0.434
H 1.2150 3.8477 -3.7237 0.349
H 0.1282 2.9393 -0.2397 0.558
H 2.3347 -0.2630 -1.7142 0.643
H -0.6234 0.9979 -3.4910 0.394
```

- highest occupied orbital energy (eV) = -14.350
- electronic energy (a.u.) = -2512.606907
- energy relative to the best compared isomer or geometry (same formula, charge and spin) (eV) = 0.000
- charge = +3